Here is C33H50Cl5N7O4S2ScSi2Te as an isolated structure at a distorted geometry from the OMol25 dataset. Energies are from the ωB97M-V functional and the def2-TZVPD basis.

Structure (XYZ):
```
105
Properties=species:S:1:pos:R:3:forces:R:3
Sc -0.00120 -0.01226 -0.10267 -0.1656 -0.4249 -0.4513
C -1.31099 3.31259 4.00585 -0.0293 0.0294 0.0403
C -0.98296 2.76496 2.65317 -0.1310 0.1768 -0.1060
N -1.70460 2.88597 1.60645 0.0840 0.0040 0.0789
O -2.91345 3.53675 1.86975 -0.0793 0.0217 0.0282
C 0.29975 2.04248 2.49932 0.1738 -0.2286 -0.1279
C 1.43342 2.26830 3.44972 -0.0334 -0.0491 -0.0368
N 0.36828 1.20218 1.53621 -0.0475 0.6029 0.8165
O 1.44356 0.44430 1.31592 -0.3512 -0.0029 -0.2620
H -2.30955 3.73483 4.03584 0.0309 -0.0115 0.0032
H -0.59140 4.09120 4.26804 0.0055 -0.0018 0.0135
H -1.22733 2.52476 4.75678 -0.0086 -0.0017 0.0116
H -3.31848 3.60200 0.99926 -0.0015 0.0057 0.0125
H 1.66059 3.33149 3.53404 -0.0076 0.0219 -0.0060
H 2.31388 1.74048 3.09256 -0.0164 0.0048 0.0065
H 1.18735 1.90319 4.44889 -0.0028 -0.0101 0.0110
Cl 6.62049 -3.01308 -0.01312 0.0324 -0.0152 0.0002
C 5.11177 -2.29963 -0.41796 -0.0809 -0.0207 0.0436
C 3.95112 -2.68348 0.25194 0.1396 0.0238 -0.0618
Cl 4.01619 -3.88794 1.47653 -0.0184 -0.0366 0.0412
C 2.74398 -2.09023 -0.07363 -0.0268 0.0875 -0.1238
Cl 1.27282 -2.54878 0.72288 0.1508 -0.1074 0.0440
C 2.63067 -1.09938 -1.06139 0.2006 -0.0814 0.0003
O 1.49212 -0.53270 -1.34630 -0.2107 -0.1359 -0.0466
C 3.81214 -0.75184 -1.73856 -0.1778 -0.0281 0.0006
Cl 3.67074 0.41405 -2.99724 0.0827 0.0131 0.0306
C 5.03039 -1.33218 -1.42122 0.0268 -0.0309 0.0246
Cl 6.44542 -0.85613 -2.26670 0.0245 -0.0019 -0.0113
N -3.03481 -0.25971 -2.85807 -0.0022 0.0708 -0.0829
C -2.70244 0.72680 -2.00629 0.0641 0.0841 -0.2155
N -3.34164 1.91880 -2.09922 0.0436 0.0273 0.0757
O -1.84101 0.55341 -1.13037 0.1659 0.0116 0.3363
H -3.55376 -0.04897 -3.69304 -0.0258 0.0240 -0.0295
H -2.35408 -1.02581 -2.89011 -0.2078 -0.1598 0.0829
H -3.91364 2.13383 -2.89786 0.0063 -0.0025 0.0049
H -2.87234 2.68724 -1.64437 -0.0634 -0.0208 -0.0135
C 1.24019 5.08205 0.90305 -0.0213 0.0481 -0.0667
Si 0.33656 5.61899 -0.65119 -0.0006 0.0356 0.0024
C 1.53690 6.39169 -1.86320 -0.0615 -0.0184 0.0764
C -1.02718 6.83017 -0.20777 0.0969 -0.0523 -0.0230
C -0.48288 4.09568 -1.42032 -0.0954 0.0092 0.0357
Te 0.89517 2.47735 -1.66930 0.2182 0.1979 -0.0503
C 0.17408 1.73381 -3.53712 0.0008 0.0557 -0.1077
Si 0.67660 2.65519 -5.11393 0.0333 -0.0093 -0.0214
C 2.48181 2.34591 -5.50409 -0.1006 0.0820 0.0463
C -0.42153 1.97011 -6.47948 0.0864 0.0269 0.0965
C 0.38252 4.50033 -4.93595 -0.0057 -0.1062 -0.0291
H 1.69285 5.94254 1.39999 0.0140 0.0165 -0.0104
H 2.03917 4.36693 0.69125 0.0023 -0.0134 -0.0083
H 0.54288 4.61914 1.60215 -0.0206 0.0091 0.0053
H 2.07955 7.20855 -1.38305 0.0023 0.0097 0.0193
H 1.02211 6.80726 -2.73113 -0.0139 0.0022 -0.0058
H 2.27661 5.67059 -2.21734 -0.0020 -0.0162 0.0168
H -0.61122 7.73260 0.24451 0.0044 0.0136 0.0082
H -1.73122 6.39819 0.50667 0.0035 -0.0354 0.0230
H -1.58960 7.13704 -1.09168 -0.0014 -0.0018 -0.0264
H -0.89357 4.33554 -2.40259 0.0115 0.0144 -0.0346
H -1.28293 3.75467 -0.75681 0.0646 -0.0242 -0.0169
H -0.91279 1.67812 -3.46699 -0.0104 0.0216 0.0152
H 0.55334 0.70857 -3.56999 0.0041 -0.0195 -0.0011
H 2.73671 1.28733 -5.44975 -0.0320 -0.0304 -0.0440
H 3.14173 2.88829 -4.82240 -0.0276 -0.0224 0.0257
H 2.70602 2.68908 -6.51616 0.0007 0.0205 -0.0102
H -0.29561 0.89082 -6.58509 0.0129 -0.0208 0.0037
H -0.18579 2.42442 -7.44334 0.0162 0.0201 -0.0092
H -1.47666 2.16643 -6.27451 -0.0120 0.0102 0.0146
H 0.89636 4.90432 -4.06273 0.0125 -0.0185 0.0032
H -0.67782 4.75240 -4.85980 -0.0158 -0.0186 0.0197
H 0.77637 5.02039 -5.81187 -0.0029 -0.0005 -0.0209
C -4.08808 -4.50414 -0.40578 0.0025 -0.0716 -0.0014
N -3.22906 -3.55497 -1.08540 -0.0049 0.0422 0.0602
C -1.89015 -3.59833 -1.10577 -0.0212 -0.0426 0.0149
N -1.29129 -4.51495 -0.33327 -0.0870 -0.0211 0.0781
S -0.96685 -2.58149 -2.08697 0.2284 -0.0019 -0.0727
H -5.07374 -4.47449 -0.86287 -0.0072 0.0318 0.0275
H -4.18546 -4.27991 0.65764 0.0059 -0.0212 0.0361
H -3.70316 -5.51863 -0.52472 -0.0176 0.0078 -0.0080
H -3.64729 -2.85572 -1.67137 0.0055 0.0364 -0.0993
H -1.78181 -5.00870 0.39555 0.0243 0.0040 -0.0361
H -0.28539 -4.51336 -0.31694 0.0237 0.0067 0.0028
N -1.51298 -1.05144 1.21610 0.1279 -0.0370 -0.0014
S -1.22090 -1.42462 2.73538 -0.0015 0.1047 0.0288
C -1.87820 -3.05563 3.05822 -0.0112 0.0245 0.0334
C -0.96592 -4.10101 3.09529 0.0026 -0.0064 0.0091
C -1.42850 -5.39631 3.29355 0.0379 0.0128 -0.0028
C -2.78614 -5.62943 3.46084 0.0036 -0.0329 -0.0020
C -3.68877 -4.57245 3.43893 -0.0271 0.0018 -0.0313
C -3.23796 -3.27846 3.23435 -0.0046 0.0280 0.0238
C -2.28831 -0.45963 3.80336 -0.0235 0.0254 -0.0523
C -2.16693 -0.63107 5.17719 0.0326 -0.0289 0.0029
C -2.97291 0.11352 6.02094 0.0047 -0.0082 0.0221
C -3.88200 1.02354 5.49239 -0.0065 0.0172 0.0235
C -3.97790 1.19957 4.12189 -0.0141 -0.0086 -0.0279
C -3.17278 0.45809 3.26544 0.0241 -0.0388 -0.0479
H -2.48560 -1.17019 0.94615 0.0027 -0.0261 -0.0198
H 0.09333 -3.90406 2.98222 0.0117 -0.0015 -0.0088
H -0.72497 -6.21702 3.33890 0.0011 -0.0027 -0.0097
H -3.14297 -6.63689 3.62927 0.0038 -0.0028 0.0051
H -4.74329 -4.75795 3.59452 -0.0079 0.0055 -0.0050
H -3.93124 -2.44588 3.24197 -0.0152 -0.0108 -0.0118
H -1.45926 -1.34558 5.58112 0.0043 -0.0015 0.0126
H -2.89204 -0.01339 7.09192 0.0047 -0.0050 0.0063
H -4.50669 1.60567 6.15668 -0.0064 -0.0041 0.0000
H -4.66564 1.92568 3.71048 0.0005 0.0046 -0.0046
H -3.20907 0.61669 2.19516 -0.0008 -0.0025 -0.0030
```
Forces are in eV/Å.

Output
- calculated total energy (a.u.) = -6676.82023
- Kohn-Sham gap (eV) = 7.72
- ΔE to the lowest compared entry with this formula, charge and spin (kcal per mole) = 10.6
- net charge = +1
- LUMO energy (eV) = -2.143
- highest occupied orbital energy (Eh) = -0.3624